(1)
{"formula": "C5H14NO3P", "method": "ωB97M-V with the def2-TZVPD basis set", "species": ["C", "C", "N", "C", "O", "P", "O", "C", "O", "C", "H", "H", "H", "H", "H", "H", "H", "H", "H", "H", "H", "H", "H", "H"], "xyz": [[3.5603, -1.3394, 0.7420], [2.4017, -1.2278, -0.2394], [1.8024, 0.0365, -0.0761], [0.7805, 0.4049, -0.9840], [-0.4534, -0.2990, -0.7814], [-1.5293, 0.3102, 0.2881], [-2.1921, 1.2638, -0.8383], [-2.6296, 2.5726, -0.7867], [-2.5394, -1.0265, 0.1915], [-2.6776, -1.8616, 1.3412], [2.9651, -1.5606, 1.5972], [4.2388, -2.0946, 0.5504], [4.0826, -0.3163, 0.9556], [1.7343, -1.9528, 0.0331], [2.6651, -1.3214, -1.3393], [1.4852, 0.3541, 0.8500], [0.5664, 1.4708, -0.7770], [1.2103, 0.3000, -2.0728], [-2.3265, 3.2717, -1.6229], [-2.3466, 3.1696, 0.1197], [-3.7921, 2.5902, -1.0052], [-3.0765, -1.1551, 2.1977], [-1.5970, -2.2047, 1.4684], [-3.4965, -2.5127, 1.1051]], "forces_ev_per_a": [[-0.82, 3.31, 0.39], [2.38, 1.14, -1.64], [-0.94, 2.47, 0.09], [0.66, 1.00, -0.99], [0.59, -0.89, -0.10], [-0.56, -1.17, -0.99], [0.04, 0.03, -0.46], [-2.81, 2.45, -0.58], [0.23, 1.83, -0.68], [1.08, 2.96, 1.05], [0.39, -0.34, 1.49], [1.37, -1.52, -0.38], [-0.82, -1.88, -0.72], [-1.75, -2.51, 0.15], [-0.14, -0.02, 1.22], [0.74, -0.84, -0.27], [0.18, -0.22, -0.51], [-1.39, -0.08, 1.93], [0.61, -1.41, 0.42], [-0.47, -0.94, -0.33], [2.01, -0.07, 1.14], [1.11, -1.68, -1.05], [-1.94, -0.64, 0.78], [0.26, -0.99, 0.05]], "lowdin_charge": [-0.081, -0.311, -0.099, -0.313, -0.304, 0.849, -0.349, -0.202, -0.392, -0.158, 0.055, 0.037, 0.114, 0.074, 0.141, 0.124, 0.107, 0.162, 0.085, 0.082, 0.113, 0.102, 0.097, 0.067], "e_above_lowest_kcal_mol": 65.9}

=====

(2)
{"formula": "C3H3O3P", "method": "ωB97M-V with the def2-TZVPD basis set", "species": ["C", "C", "C", "O", "O", "O", "P", "H", "H", "H"], "xyz": [[-0.5099, 1.1461, -0.9860], [1.1431, -1.2317, 3.3582], [0.2853, -1.3149, -0.5816], [-0.7844, 2.3981, -1.3343], [0.1703, -1.1179, 3.9159], [-0.4610, -1.3137, 0.3611], [0.7247, 0.1568, -1.5946], [-1.2142, 0.7713, -0.2443], [-0.1513, 2.7449, -1.9829], [0.7974, -2.2389, -0.9115]], "forces_ev_per_a": [[0.08, -0.34, -0.04], [-0.33, 0.04, 0.15], [0.00, 0.09, 0.05], [0.02, 0.29, -0.07], [0.32, -0.03, -0.18], [-0.13, -0.34, 0.26], [0.06, 0.51, -0.31], [0.09, 0.09, -0.07], [-0.06, -0.19, 0.12], [-0.04, -0.11, 0.08]], "lowdin_charge": [-0.505, -0.013, -0.555, -0.029, 0.021, -0.075, 0.910, 0.080, 0.104, 0.062], "e_above_lowest_kcal_mol": 50.9}

=====

(3)
{"formula": "C3H3CaO2", "method": "ωB97M-V with the def2-TZVPD basis set", "species": ["O", "C", "O", "Ca", "C", "C", "H", "H", "H"], "xyz": [[0.4338, 0.6467, 0.0729], [1.7518, 0.2535, -0.8470], [2.2256, -0.8592, -0.7822], [3.1569, 0.8007, 0.8903], [-0.6016, -0.2212, 0.2905], [-1.8763, 0.1369, 0.1371], [-0.2976, -1.2720, 0.2818], [-2.6330, -0.6446, 0.0749], [-2.1595, 1.1592, -0.1181]], "forces_ev_per_a": [[1.92, 0.00, -0.27], [0.25, -0.22, 0.79], [-1.36, 1.03, 0.29], [-0.77, -0.04, -0.40], [-0.47, -0.83, -1.27], [0.35, -0.12, -0.32], [-0.17, 0.15, 0.49], [0.15, 0.29, 0.39], [0.10, -0.26, 0.31]], "lowdin_charge": [-0.255, -0.333, -0.098, 1.685, -0.296, 0.046, 0.109, 0.068, 0.073], "e_above_lowest_kcal_mol": 51.5, "total_charge": 1}

=====

(4)
{"formula": "C4H8O2", "method": "ωB97M-V with the def2-TZVPD basis set", "species": ["C", "C", "C", "O", "C", "O", "H", "H", "H", "H", "H", "H", "H", "H"], "xyz": [[-0.7953, 1.6724, 0.4699], [0.2125, 0.2716, -0.6105], [-0.9485, 0.0475, 0.2470], [1.3580, 0.2461, -0.2031], [1.2981, -2.0452, -0.2248], [1.8272, -2.3494, -1.2615], [-1.7433, 2.1171, 0.2192], [-0.4595, 1.7466, 1.4981], [-0.0372, 2.2765, -0.0879], [-0.0875, 0.6504, -1.6033], [-0.7649, -0.5128, 1.1778], [0.2080, -1.8647, -0.1536], [-1.8918, -0.3037, -0.2104], [1.8240, -1.9524, 0.7430]], "forces_ev_per_a": [[-0.89, 0.01, 0.57], [0.59, -0.41, -0.37], [0.16, 1.14, 0.19], [0.02, 0.12, -0.49], [0.11, -0.68, -0.15], [-0.07, -0.15, 0.36], [-0.40, 0.37, 0.52], [-0.42, 0.34, 0.21], [-0.59, -1.04, 0.06], [0.42, -0.18, -0.26], [0.13, 0.54, -0.39], [0.24, -0.60, -0.07], [0.57, 0.69, -0.01], [0.14, -0.13, -0.17]], "lowdin_charge": [-0.048, -0.429, -0.129, -0.008, -0.198, 0.001, 0.072, 0.088, 0.102, 0.148, 0.118, 0.062, 0.122, 0.100], "e_above_lowest_kcal_mol": 81.1}

=====

(5)
{"formula": "C24H18BrCl5IN2O2SV", "method": "ωB97M-V with the def2-TZVPD basis set", "species": ["V", "Cl", "C", "C", "Cl", "C", "Cl", "C", "O", "C", "Cl", "C", "Cl", "Br", "C", "C", "C", "C", "N", "C", "H", "H", "H", "H", "C", "C", "C", "C", "C", "C", "C", "S", "C", "O", "H", "H", "H", "H", "H", "H", "H", "H", "H", "H", "I", "C", "C", "C", "C", "C", "N", "H", "H", "H", "H"], "xyz": [[-0.8218, 0.3843, 0.1246], [3.6572, 5.0592, -2.4050], [2.3684, 4.2392, -1.6479], [1.9974, 2.9682, -2.0972], [2.8067, 2.2128, -3.3988], [0.9533, 2.3239, -1.4622], [0.3822, 0.7585, -1.9400], [0.2825, 2.8666, -0.3633], [-0.6116, 2.1227, 0.2781], [0.6481, 4.1434, 0.0642], [-0.1743, 4.8086, 1.4092], [1.6799, 4.8291, -0.5795], [2.1139, 6.3902, -0.0494], [-5.5670, 3.4867, -0.3311], [-4.7117, 1.8450, -0.6635], [-5.4046, 0.7719, -1.2052], [-4.7076, -0.4048, -1.4290], [-3.3706, -0.4769, -1.0944], [-2.6977, 0.5557, -0.5501], [-3.3698, 1.7043, -0.3544], [-6.4554, 0.8612, -1.4453], [-5.1978, -1.2641, -1.8635], [-2.8212, -1.3835, -1.2730], [-2.8197, 2.5321, 0.0701], [5.6799, -2.6872, -0.9888], [4.1830, -2.6318, -0.9980], [3.4398, -2.8371, 0.1669], [2.0573, -2.8054, 0.1434], [1.4120, -2.5528, -1.0595], [2.1245, -2.3260, -2.2326], [3.5053, -2.3715, -2.1917], [-0.3567, -2.4741, -1.1429], [-0.8149, -4.0624, -0.4365], [-0.7714, -1.4768, -0.0208], [6.0723, -2.9357, -0.0055], [6.0992, -1.7278, -1.2964], [6.0307, -3.4332, -1.7029], [3.9528, -3.0306, 1.1005], [1.4880, -2.9685, 1.0503], [1.6078, -2.1214, -3.1629], [4.0705, -2.2079, -3.1006], [-0.4087, -4.1496, 0.5686], [-0.4106, -4.8388, -1.0848], [-1.9021, -4.1179, -0.4182], [1.6238, 0.4998, 1.8281], [-0.2432, 0.5944, 2.8182], [-0.3408, 0.9119, 4.1534], [-1.6027, 0.8593, 4.7338], [-2.6878, 0.4729, 3.9591], [-2.4915, 0.2023, 2.6201], [-1.2839, 0.2891, 2.0384], [0.5321, 1.1872, 4.7272], [-1.7306, 1.1047, 5.7794], [-3.6798, 0.3943, 4.3797], [-3.3133, -0.0940, 1.9817]], "forces_ev_per_a": [[0.86, -0.81, -1.04], [0.03, 0.03, -0.03], [-0.11, -0.09, 0.04], [0.01, 0.08, -0.07], [0.01, -0.05, -0.07], [-0.11, 0.59, 0.50], [0.32, -0.25, -0.85], [0.76, 0.34, -0.57], [-0.11, 2.42, 0.53], [-0.07, -0.20, -0.03], [-0.04, 0.02, 0.07], [-0.01, -0.05, -0.07], [0.00, 0.00, 0.02], [0.13, -0.19, -0.04], [-0.09, 0.08, 0.00], [0.07, 0.07, 0.04], [0.04, 0.04, -0.01], [-0.16, 0.08, -0.08], [-1.45, 0.01, -0.43], [-0.08, 0.21, 0.07], [0.00, -0.01, -0.02], [0.01, -0.01, 0.00], [0.07, -0.08, 0.04], [0.03, -0.04, 0.02], [0.02, 0.01, -0.02], [-0.04, 0.05, -0.08], [-0.03, 0.02, 0.01], [-0.01, -0.05, 0.08], [-0.31, 0.01, -0.16], [-0.06, 0.02, -0.02], [0.03, -0.02, 0.02], [0.75, -0.62, 0.11], [-0.09, 0.24, -0.06], [-0.14, -1.77, 0.03], [0.00, -0.01, 0.00], [0.00, -0.01, 0.01], [0.03, -0.01, 0.03], [0.00, -0.03, -0.01], [0.05, 0.00, 0.02], [0.01, -0.01, 0.00], [0.00, 0.00, 0.00], [0.04, 0.05, -0.01], [0.01, 0.05, -0.05], [0.01, 0.01, -0.01], [-0.15, -0.03, 0.25], [0.28, -0.01, -0.11], [-0.04, -0.04, 0.13], [0.00, -0.03, -0.13], [0.02, 0.01, 0.01], [-0.08, 0.01, 0.02], [-0.46, -0.05, 1.93], [0.02, -0.03, -0.02], [0.01, 0.00, 0.00], [0.00, -0.01, 0.01], [0.01, 0.06, -0.02]], "lowdin_charge": [0.604, 0.755, -0.694, -0.691, 0.750, -0.548, 0.868, -0.461, -0.335, -0.608, 0.769, -0.681, 0.763, 0.855, -0.643, -0.050, -0.004, -0.089, -0.053, -0.135, 0.127, 0.129, 0.088, 0.115, -0.023, -0.233, -0.017, -0.106, -0.430, -0.082, -0.008, 1.041, -0.179, -0.658, 0.086, 0.097, 0.099, 0.127, 0.110, 0.118, 0.133, 0.070, 0.085, 0.068, 1.247, -0.644, -0.069, 0.003, -0.003, -0.063, -0.107, 0.119, 0.134, 0.128, 0.127], "multiplicity": 3, "e_above_lowest_kcal_mol": 13.1, "total_charge": 2}